{
  "formula": "C29H30N7O5PSeTeY",
  "method": "wB97M-V/def2-TZVPD",
  "de_lowest_kcal_mol": 0.0,
  "multiplicity": 1,
  "e_tot_ha": -4931.8640,
  "charge": 1,
  "species": ["Te", "Y", "Se", "P", "O", "O", "O", "O", "O", "N", "N", "N", "N", "N", "N", "N", "C", "C", "C", "C", "C", "C", "C", "C", "C", "C", "C", "C", "C", "C", "C", "C", "C", "C", "C", "C", "C", "C", "C", "C", "C", "C", "C", "C", "C", "H", "H", "H", "H", "H", "H", "H", "H", "H", "H", "H", "H", "H", "H", "H", "H", "H", "H", "H", "H", "H", "H", "H", "H", "H", "H", "H", "H", "H", "H"],
  "coordinates": [[3.108, 1.230, 0.052], [0.160, 0.273, -0.547], [-6.499, -4.160, -2.514], [3.003, -1.135, 0.216], [1.733, -1.510, -0.517], [4.273, -1.907, -0.337], [-1.725, 1.455, 0.328], [0.083, 2.237, -1.504], [2.936, -1.682, 1.709], [0.038, 0.052, 1.966], [-5.101, -4.460, -1.450], [1.453, -0.216, -4.169], [-1.903, -0.032, -2.063], [0.401, 0.512, 4.087], [-5.882, -2.575, -3.046], [-1.138, -1.945, -0.353], [-2.567, -4.300, 0.017], [-2.723, -1.085, -1.927], [-4.285, -0.161, -3.499], [-0.678, -2.909, 0.439], [-2.295, -2.142, -1.002], [-3.926, -1.194, -2.633], [-0.870, -0.635, 2.737], [5.051, -1.644, 2.921], [-1.381, 3.710, -0.303], [0.780, 0.737, 2.818], [4.775, -1.636, -1.665], [-2.259, 0.942, -2.894], [-3.419, 2.922, 1.020], [-0.650, -0.367, 4.052], [-4.742, -2.379, -2.443], [1.044, -0.110, -3.094], [-1.009, 6.100, -0.542], [6.175, -1.078, -1.566], [-4.307, -3.430, -1.553], [-2.116, 2.634, 0.316], [0.976, 1.123, 5.271], [-3.439, 0.918, -3.628], [3.937, -2.497, 2.357], [0.452, 4.544, -1.668], [-1.361, -4.101, 0.651], [-1.729, 5.053, -0.034], [0.097, 5.831, -1.361], [-3.053, -3.306, -0.833], [-0.269, 3.438, -1.161], [4.652, -0.901, 3.611], [6.160, -0.127, -1.033], [3.398, -3.020, 3.146], [4.109, -0.929, -2.165], [-2.572, 5.262, 0.610], [-3.678, 1.740, -4.288], [4.319, -3.228, 1.648], [-1.283, 7.119, -0.309], [5.579, -1.127, 2.119], [1.004, 0.397, 6.080], [-1.566, 1.771, -2.963], [1.828, -0.318, -5.089], [-4.074, 3.552, 0.422], [1.302, 4.334, -2.306], [-3.909, 1.978, 1.243], [0.275, -2.717, 0.914], [1.990, 1.445, 5.052], [5.763, -2.270, 3.457], [0.681, 6.651, -1.758], [-5.213, -0.227, -4.051], [-1.139, -0.711, 4.946], [1.610, 1.371, 2.553], [-3.221, 3.441, 1.960], [-0.941, -4.851, 1.305], [-1.633, -1.259, 2.306], [4.749, -2.584, -2.201], [6.582, -0.911, -2.564], [6.827, -1.774, -1.038], [-3.140, -5.207, 0.154], [0.388, 1.985, 5.586]],
  "forces_ev_per_a": [[0.3, 0.1, 0.0], [-0.4, -0.1, -0.2], [0.2, 0.1, 0.1], [-0.1, 0.1, 0.1], [-0.2, -0.1, 0.2], [-0.1, 0.0, 0.1], [0.1, -0.1, -0.1], [0.1, -0.2, 0.1], [-0.1, 0.0, -0.3], [0.2, 0.1, -0.1], [-0.1, -0.1, 0.0], [0.0, 0.0, 0.0], [0.0, 0.0, -0.1], [0.1, 0.0, 0.0], [-0.1, 0.0, -0.1], [0.1, 0.0, 0.0], [0.0, 0.1, 0.0], [-0.1, 0.1, -0.1], [0.1, 0.0, 0.0], [0.0, 0.0, 0.0], [0.0, -0.2, 0.1], [0.2, 0.2, 0.0], [-0.1, 0.0, 0.1], [-0.1, 0.0, 0.0], [0.3, 0.1, -0.2], [0.0, -0.2, 0.0], [0.1, 0.1, -0.1], [0.1, 0.0, 0.0], [0.0, 0.0, 0.0], [-0.1, 0.0, -0.1], [-0.1, -0.3, 0.1], [0.0, 0.0, 0.1], [0.0, 0.1, 0.0], [-0.1, 0.0, 0.0], [-0.3, 0.1, -0.2], [-0.2, -0.1, 0.1], [0.0, 0.1, 0.1], [-0.1, 0.0, -0.1], [0.1, 0.0, 0.1], [0.0, -0.1, -0.1], [-0.1, -0.1, 0.0], [0.0, -0.1, 0.0], [0.0, 0.0, 0.0], [0.3, 0.1, 0.1], [-0.2, 0.2, 0.2], [0.0, 0.0, 0.0], [0.0, 0.0, 0.0], [0.0, 0.0, 0.0], [0.0, 0.0, 0.0], [0.0, 0.0, 0.0], [0.0, 0.0, 0.0], [0.0, 0.0, 0.0], [0.0, 0.0, 0.0], [0.0, 0.0, 0.0], [0.0, 0.0, 0.0], [0.0, 0.0, 0.0], [0.0, 0.0, 0.0], [0.0, 0.0, 0.0], [0.0, 0.0, 0.0], [0.0, 0.0, 0.0], [0.0, 0.0, 0.0], [0.0, 0.0, 0.0], [0.0, 0.0, 0.0], [0.0, 0.0, 0.0], [0.0, 0.0, 0.0], [0.0, 0.0, 0.0], [0.0, 0.0, 0.0], [0.0, 0.0, 0.0], [0.0, 0.0, 0.0], [0.0, 0.0, 0.0], [0.0, 0.0, 0.0], [0.0, 0.0, 0.0], [0.0, 0.0, 0.0], [0.0, 0.0, 0.0], [0.0, 0.0, 0.0]]
}



{
  "formula": "C29H30N7O7PrS3",
  "method": "wB97M-V/def2-TZVPD",
  "de_lowest_kcal_mol": 11.0,
  "multiplicity": 3,
  "e_tot_ha": -3744.7905,
  "species": ["Pr", "S", "S", "S", "O", "O", "O", "O", "O", "O", "O", "N", "N", "N", "N", "N", "N", "N", "C", "C", "C", "C", "C", "C", "C", "C", "C", "C", "C", "C", "C", "C", "C", "C", "C", "C", "C", "C", "C", "C", "C", "C", "C", "C", "C", "C", "C", "H", "H", "H", "H", "H", "H", "H", "H", "H", "H", "H", "H", "H", "H", "H", "H", "H", "H", "H", "H", "H", "H", "H", "H", "H", "H", "H", "H", "H", "H"],
  "coordinates": [[0.421, 0.571, -0.959], [0.692, -2.143, -0.748], [2.878, 0.241, 0.401], [-1.452, -0.319, -7.284], [1.515, 6.169, 4.211], [-1.650, 1.024, -7.790], [-2.513, -0.766, -6.374], [-1.923, -0.048, -0.681], [1.549, 4.824, 5.893], [-1.052, -1.313, -8.252], [-0.747, 2.294, -2.077], [2.388, 0.093, -2.725], [-0.092, 0.625, 1.585], [1.425, 5.042, 4.693], [-2.114, 4.044, -2.468], [0.883, 2.800, 0.309], [-2.367, -1.722, -2.129], [-2.302, 2.855, -0.506], [0.319, 1.670, 2.331], [1.024, 1.151, -4.439], [-0.069, -0.169, -6.126], [1.783, 5.003, 0.283], [1.650, 0.007, -3.955], [2.372, -2.424, -0.333], [-3.277, -1.851, 0.117], [2.848, -3.739, -0.485], [-2.475, -1.154, -0.945], [1.196, 3.997, 2.397], [-0.058, 0.425, 4.367], [4.144, -4.084, -0.175], [4.598, -1.819, 0.458], [-1.695, 3.021, -1.701], [1.486, -1.206, -4.610], [0.160, 1.059, -5.519], [5.030, -3.112, 0.304], [3.274, -1.431, 0.146], [1.117, 3.927, 3.837], [0.801, 2.857, 1.655], [-1.551, -1.128, -3.184], [0.746, 2.760, 4.469], [1.694, 5.089, 1.653], [1.375, 3.842, -0.350], [0.346, 1.631, 3.741], [-2.868, -3.065, -2.408], [-0.445, -0.632, 3.596], [0.627, -1.292, -5.697], [-0.448, -0.494, 2.202], [2.003, -2.088, -4.243], [-3.901, -3.181, -2.086], [1.205, 2.106, -3.954], [0.474, -2.233, -6.211], [2.154, -4.483, -0.856], [-2.088, -1.099, -4.134], [-3.355, -1.195, 0.979], [-3.136, 3.370, -0.285], [-0.747, -1.571, 4.038], [2.176, 5.827, -0.297], [4.474, -5.108, -0.300], [-1.300, -0.099, -2.939], [-2.772, -2.774, 0.411], [2.009, 5.980, 2.164], [0.745, 2.730, 5.548], [3.090, 0.822, -2.746], [-2.941, 4.569, -2.252], [-2.178, 1.974, -0.033], [2.855, -0.780, -2.514], [1.441, 3.749, -1.430], [-4.275, -2.108, -0.238], [-0.724, -1.324, 1.565], [6.051, -3.375, 0.550], [-2.250, -3.817, -1.913], [-1.736, 4.120, -3.397], [5.274, -1.055, 0.824], [-0.045, 0.364, 5.448], [-0.649, -1.720, -3.314], [-2.823, -3.224, -3.481], [-0.363, 1.923, -5.914]],
  "forces_ev_per_a": [[1.4, -0.9, -0.2], [-0.5, 0.0, 0.0], [-0.5, 0.8, 0.2], [-0.1, -0.1, 0.4], [-0.1, -0.9, 0.1], [0.0, 0.1, -0.1], [0.1, 0.0, 0.0], [-0.1, -0.1, 0.1], [0.0, 0.0, -0.8], [0.1, -0.1, -0.1], [-0.7, 0.8, 0.0], [-0.3, 0.2, -0.4], [-0.1, -0.2, 0.4], [0.3, 1.4, 1.2], [0.1, 0.0, -0.1], [0.2, 0.4, 0.1], [0.0, 0.1, 0.0], [0.0, 0.1, 0.1], [0.1, 0.1, 0.4], [0.0, -0.1, 0.0], [-0.3, 0.1, 0.0], [0.1, 0.3, 0.4], [0.2, 0.1, 0.0], [1.1, 0.0, 0.3], [0.0, 0.0, 0.0], [-0.1, 0.3, 0.0], [-0.1, -0.1, -0.1], [0.0, 0.0, -0.3], [0.2, 0.4, 0.0], [0.4, 0.0, 0.1], [-0.5, 0.2, -0.1], [0.0, 0.0, -0.2], [0.0, -0.1, 0.0], [0.0, -0.1, -0.1], [-0.1, -0.5, -0.1], [0.2, -1.0, -0.2], [-0.5, -1.8, -0.1], [0.1, 0.1, 0.2], [0.0, 0.0, -0.2], [0.5, 1.6, -0.1], [0.0, -0.1, -0.2], [-0.3, -0.6, 0.0], [-0.4, -1.0, -0.9], [0.0, 0.0, 0.0], [0.0, -0.1, 0.0], [0.1, 0.0, 0.0], [0.0, 0.4, 0.0], [0.0, 0.0, 0.0], [0.0, 0.0, 0.0], [0.0, 0.0, 0.0], [0.0, 0.0, 0.0], [0.0, 0.0, 0.0], [-0.1, -0.1, 0.0], [0.0, 0.0, 0.0], [0.0, 0.0, 0.0], [0.0, 0.0, 0.0], [0.0, 0.0, 0.0], [0.0, 0.0, 0.0], [-0.1, 0.0, -0.1], [0.0, 0.0, 0.0], [0.0, 0.1, 0.0], [0.0, 0.0, 0.0], [0.1, 0.0, 0.1], [0.0, 0.0, 0.0], [-0.1, -0.2, -0.1], [0.0, -0.1, 0.2], [0.0, 0.0, 0.0], [0.0, 0.0, 0.0], [0.0, 0.0, -0.1], [0.0, 0.0, 0.0], [0.0, 0.0, 0.0], [0.0, -0.1, 0.0], [0.0, 0.0, 0.0], [0.0, 0.0, 0.0], [0.0, 0.0, 0.1], [0.0, 0.0, 0.0], [0.0, 0.0, 0.1]]
}



{
  "formula": "C29H30NO4Pb",
  "method": "wB97M-V/def2-TZVPD",
  "multiplicity": 1,
  "e_tot_ha": -1671.2135,
  "charge": 1,
  "species": ["Pb", "O", "O", "O", "O", "N", "C", "C", "C", "C", "C", "C", "C", "C", "C", "C", "C", "C", "C", "C", "C", "C", "C", "C", "C", "C", "C", "C", "C", "C", "C", "C", "C", "C", "C", "H", "H", "H", "H", "H", "H", "H", "H", "H", "H", "H", "H", "H", "H", "H", "H", "H", "H", "H", "H", "H", "H", "H", "H", "H", "H", "H", "H", "H", "H"],
  "coordinates": [[-0.598, 0.102, 0.306], [3.462, 2.701, -2.693], [-3.510, -0.101, 1.956], [-1.373, 0.272, 2.465], [-0.689, 0.437, 5.197], [4.081, 0.801, -1.656], [3.211, -1.412, -3.288], [-2.312, 1.843, 0.290], [0.503, -2.008, 0.452], [3.316, -2.895, -1.388], [3.143, 1.731, -2.008], [-1.047, 2.396, -0.089], [-2.567, 0.525, 6.596], [-2.059, 0.401, 5.268], [-2.980, 0.251, 4.191], [-4.344, 0.227, 4.495], [0.742, 3.685, -2.092], [-2.732, 0.931, -0.733], [-0.672, 1.848, -1.397], [-1.741, 0.934, -1.771], [0.569, 2.186, -2.170], [0.422, 1.699, -3.601], [-1.468, -1.952, -0.799], [2.839, -2.491, -4.101], [2.952, -3.967, -2.198], [-4.832, 0.347, 5.794], [1.744, 1.433, -1.482], [-0.602, -2.075, 1.360], [-3.929, 0.497, 6.850], [2.712, -3.768, -3.559], [-2.592, 0.114, 2.717], [3.855, -0.490, -1.002], [-1.821, -2.029, 0.593], [3.455, -1.613, -1.924], [-0.030, -1.929, -0.894], [0.271, 0.612, -3.660], [3.320, -0.414, -3.721], [3.080, -0.371, -0.218], [0.884, 4.024, -1.059], [-2.174, -1.890, -1.648], [3.487, -3.047, -0.320], [0.570, -1.849, -1.821], [-0.308, 0.327, 4.290], [2.851, -4.960, -1.762], [1.569, -1.958, 0.724], [-1.869, 0.639, 7.433], [-4.310, 0.591, 7.870], [-0.157, 4.175, -2.497], [-0.433, 2.204, -4.078], [-3.654, 0.313, -0.725], [1.754, 1.659, -0.391], [-0.429, 3.079, 0.513], [1.574, 0.343, -1.563], [2.653, -2.318, -5.160], [-2.841, 2.053, 1.232], [1.612, 3.982, -2.685], [4.785, -0.759, -0.479], [-5.080, 0.110, 3.691], [-5.907, 0.325, 5.983], [-0.524, -2.084, 2.456], [1.332, 1.961, -4.160], [-2.848, -2.043, 0.998], [5.000, 0.965, -2.050], [-1.741, 0.310, -2.686], [2.425, -4.606, -4.193]],
  "forces_ev_per_a": [[1.6, 0.7, 2.2], [-0.7, -0.9, 0.7], [-0.1, -0.3, -1.6], [3.0, 0.5, -1.1], [0.2, -0.2, -1.0], [-0.1, -0.3, 0.2], [0.0, -0.2, 0.2], [-0.4, 1.4, -0.5], [0.3, -0.4, 1.0], [-0.1, 0.0, -0.1], [0.9, 0.3, -0.7], [-1.0, 0.3, 1.3], [0.3, -0.1, -0.5], [-0.5, 0.0, 0.5], [1.1, 0.1, 0.5], [-0.9, 0.0, 0.3], [0.0, 0.9, -0.3], [-0.3, 0.9, -1.2], [-1.1, -0.9, -1.1], [-0.4, 0.6, -0.1], [0.1, -0.8, 0.5], [0.1, 0.2, -0.6], [0.5, -0.7, 0.1], [0.0, 0.1, 0.2], [-0.1, 0.0, 0.1], [0.2, 0.0, -0.3], [0.0, 0.1, 0.4], [-0.3, -1.2, 0.0], [0.0, 0.0, -0.3], [0.0, 0.2, 0.0], [-2.9, 0.0, 3.2], [0.1, 0.6, 0.3], [0.2, -1.3, -0.1], [-0.2, -0.2, -0.5], [-0.8, -0.4, -1.3], [0.1, 0.3, 0.0], [0.0, -0.3, 0.1], [0.5, 0.0, -0.2], [0.1, 0.0, -0.2], [0.6, -0.1, 0.7], [0.1, -0.1, -0.3], [-0.4, -0.2, 0.7], [-1.2, 0.2, 0.9], [0.0, 0.2, -0.1], [-0.7, -0.2, -0.2], [-0.1, -0.1, -0.5], [0.3, 0.0, -0.3], [0.3, 0.0, 0.1], [0.3, -0.2, 0.1], [0.9, 0.6, 0.1], [0.1, 0.0, -0.5], [-0.5, -0.3, -0.4], [0.0, 0.4, -0.1], [0.1, -0.1, 0.2], [0.4, -0.1, -0.8], [-0.2, 0.0, 0.2], [-0.3, 0.1, -0.1], [0.6, 0.0, 0.2], [0.4, 0.0, -0.1], [-0.1, -0.1, -0.8], [-0.3, -0.1, 0.1], [0.9, 0.0, -0.3], [-0.2, 0.1, 0.1], [-0.1, 0.6, 0.8], [0.1, 0.2, 0.2]]
}



{
  "formula": "C29H31BrEuNO2S",
  "method": "wB97M-V/def2-TZVPD",
  "multiplicity": 7,
  "e_tot_ha": -5011.3323,
  "charge": -2,
  "species": ["Eu", "Br", "S", "O", "O", "N", "C", "C", "C", "C", "C", "C", "C", "C", "C", "C", "C", "C", "C", "C", "C", "C", "C", "C", "C", "C", "C", "C", "C", "C", "C", "C", "C", "C", "C", "H", "H", "H", "H", "H", "H", "H", "H", "H", "H", "H", "H", "H", "H", "H", "H", "H", "H", "H", "H", "H", "H", "H", "H", "H", "H", "H", "H", "H", "H", "H"],
  "coordinates": [[-0.090, 0.523, -1.992], [2.015, 0.417, -3.867], [-0.464, 3.472, -2.591], [-0.767, 0.801, 0.102], [-1.935, 1.067, -3.304], [-2.555, 2.186, -3.611], [-0.493, 1.888, 4.015], [4.419, 0.550, 2.364], [-3.953, 4.440, -4.301], [-0.490, -4.851, -2.284], [4.465, 0.529, 3.891], [5.136, -0.711, 1.855], [5.191, 1.790, 1.886], [-4.134, -4.112, -2.453], [-0.439, -0.616, 4.055], [-2.957, -4.805, -2.441], [1.542, 0.657, -0.151], [-4.121, -2.709, -2.319], [-2.933, -2.047, -2.182], [1.871, 0.594, 2.623], [0.418, 0.697, 0.727], [0.682, -2.764, -1.967], [-2.724, 4.536, -3.712], [0.560, 0.632, 2.123], [0.682, -4.166, -2.125], [-1.715, -4.141, -2.295], [-3.767, 2.077, -4.189], [2.994, 0.590, 1.816], [-0.464, -1.988, -2.005], [2.789, 0.613, 0.430], [-1.969, 3.399, -3.333], [-1.990, 0.568, 2.552], [-1.685, -2.726, -2.160], [-0.580, 0.620, 3.149], [-4.501, 3.175, -4.550], [-2.275, 5.496, -3.501], [-5.076, -4.638, -2.561], [-4.075, 1.051, -4.329], [3.997, 1.418, 4.316], [-1.287, 1.892, 4.768], [-2.192, 1.436, 1.931], [0.511, -0.627, 4.589], [1.625, -4.704, -2.120], [0.466, 1.958, 4.528], [2.000, 0.572, 3.697], [-0.499, -1.527, 3.459], [5.506, 0.499, 4.226], [5.199, 1.848, 0.799], [6.170, -0.743, 2.211], [-2.118, -0.307, 1.917], [6.226, 1.765, 2.240], [-0.605, 2.776, 3.391], [1.652, -2.281, -1.854], [4.619, -1.607, 2.205], [-4.496, 5.337, -4.567], [-2.922, -0.965, -2.086], [-5.469, 3.044, -5.009], [3.955, -0.348, 4.293], [5.144, -0.740, 0.767], [-2.955, -5.886, -2.541], [-2.716, 0.527, 3.372], [-1.245, -0.633, 4.796], [-5.054, -2.157, -2.323], [3.661, 0.590, -0.222], [-0.501, -5.930, -2.406], [4.717, 2.699, 2.261]],
  "forces_ev_per_a": [[0.5, -0.3, -2.0], [0.1, 0.0, -0.1], [0.2, 0.0, 0.2], [1.6, 0.0, 2.3], [-0.1, -0.1, 0.2], [0.0, 0.2, 0.0], [0.1, -0.1, 0.0], [0.2, 0.0, 0.3], [0.0, 0.0, 0.0], [0.0, 0.1, 0.0], [-0.1, 0.0, -0.1], [-0.2, 0.0, -0.1], [-0.2, 0.0, -0.1], [0.0, -0.1, 0.0], [0.1, 0.0, 0.0], [-0.1, -0.1, 0.0], [0.6, 0.0, -0.2], [0.0, 0.1, 0.0], [0.0, 0.1, 0.0], [-1.6, 0.0, 0.4], [-1.9, 0.2, -1.4], [0.0, 0.3, -0.1], [0.1, 0.1, 0.0], [0.5, -0.2, 2.0], [-0.1, -0.2, 0.1], [0.1, 0.0, 0.0], [-0.1, 0.0, -0.1], [0.7, 0.0, -0.6], [0.0, -0.1, 0.1], [0.1, 0.2, -0.7], [-0.2, -0.1, -0.1], [0.1, 0.0, -0.1], [0.0, 0.1, 0.0], [-0.2, 0.0, 0.2], [0.1, -0.1, 0.0], [0.0, 0.0, 0.0], [0.0, 0.0, 0.0], [0.0, 0.0, 0.0], [0.0, 0.0, 0.1], [0.0, 0.0, 0.0], [-0.1, 0.1, 0.0], [0.0, 0.0, 0.0], [0.0, 0.0, 0.0], [0.0, 0.0, 0.0], [0.0, 0.0, 0.0], [0.0, -0.1, 0.0], [-0.1, 0.0, 0.0], [0.1, 0.0, -0.1], [-0.1, 0.1, 0.0], [-0.1, -0.1, 0.0], [-0.1, -0.1, 0.0], [0.0, 0.1, 0.0], [0.0, 0.0, 0.0], [0.0, 0.0, 0.0], [0.0, 0.0, 0.0], [0.0, -0.1, 0.0], [0.0, 0.0, 0.0], [0.0, 0.0, 0.1], [0.1, 0.0, -0.1], [0.0, 0.0, 0.0], [0.1, 0.0, -0.1], [0.0, 0.0, 0.0], [0.0, 0.0, 0.0], [-0.1, 0.0, 0.0], [0.0, 0.0, 0.0], [0.0, 0.0, 0.0]]
}



- What is the formula in the third record?
  C29H30NO4Pb